# 1
Density functional theory data (wB97M-V/def2-TZVPD) for a gas-phase ion, C18H24NO2 (charge +1).

As for the structure (SMILES): C[NH+](C)CCOCCOc1ccccc1-c1ccccc1. The gap between HOMO and LUMO comes out at 0.3455 Eh. Its total charge is +1. The HOMO energy is -11.6 eV. The calculated total energy comes out at -905.29079 Eh.

```
45
Properties=species:S:1:pos:R:3:forces:R:3
C 0.591977 2.492896 0.238935 -0.64 0.44 0.20
N 1.708138 1.587977 -0.069301 -0.08 -0.46 -0.09
C 2.646878 1.520865 1.060617 0.44 -0.10 0.56
H 3.101183 2.496430 1.229695 -0.06 0.02 -0.10
H 3.432661 0.796407 0.855886 -0.06 0.00 -0.12
H 2.119097 1.215863 1.962537 -0.09 0.01 -0.07
H 1.304109 0.616191 -0.207438 0.15 0.43 0.13
C 2.380992 1.979492 -1.333011 0.19 -0.06 -0.89
H 2.386930 3.067904 -1.406922 -0.04 -0.03 0.14
H 3.414112 1.626824 -1.315824 -0.09 0.05 0.11
C 1.722320 1.356151 -2.572363 0.13 0.25 0.05
H 0.631585 1.322990 -2.469539 -0.01 0.02 -0.02
H 1.968885 1.982442 -3.437403 -0.10 0.00 0.18
O 2.255180 0.077948 -2.829243 0.13 0.06 0.22
C 1.415109 -1.045932 -2.692581 -0.01 -0.36 0.35
H 1.784696 -1.777178 -3.415382 -0.10 0.00 0.07
H 0.377906 -0.794496 -2.941010 0.04 -0.04 -0.01
C 1.473596 -1.684969 -1.300141 0.19 -0.07 -0.72
O 0.702719 -0.901569 -0.393997 -0.17 -0.15 0.32
C 0.184008 -1.541589 0.736784 -0.15 0.10 0.15
C 0.852523 -2.580598 1.362751 0.12 0.07 -0.19
C 0.322870 -3.151159 2.508389 -0.05 0.03 -0.01
C -0.865691 -2.676889 3.033121 0.02 -0.03 0.08
C -1.526018 -1.634603 2.409215 0.14 -0.04 -0.07
C -1.022462 -1.051658 1.250147 0.20 -0.13 -0.08
C -1.765427 0.039563 0.593659 -0.10 0.20 -0.06
C -2.000279 0.027235 -0.779186 -0.03 0.01 0.02
C -2.713500 1.049633 -1.379093 0.01 0.01 -0.09
C -3.205498 2.097565 -0.617640 -0.01 0.09 0.00
C -2.990946 2.111844 0.750862 -0.06 0.07 0.01
C -2.277149 1.090863 1.352907 -0.01 -0.15 -0.06
H -2.114923 1.104004 2.421375 0.03 0.00 0.11
H -3.388650 2.915050 1.351898 -0.04 0.09 0.06
H -3.769092 2.889193 -1.086170 -0.06 0.08 -0.05
H -2.902675 1.020243 -2.441979 -0.04 -0.01 -0.09
H -1.656158 -0.807622 -1.370986 0.03 -0.05 -0.05
H -2.465903 -1.278483 2.801914 -0.11 0.04 0.03
H -1.281660 -3.121994 3.922737 -0.05 -0.05 0.09
H 0.844895 -3.965403 2.985036 0.05 -0.09 0.05
H 1.784220 -2.950971 0.964498 0.11 -0.02 -0.04
H 1.061610 -2.696077 -1.354005 -0.01 0.05 0.05
H 2.518598 -1.738591 -0.971649 -0.10 -0.05 -0.02
H 0.046865 2.134274 1.109926 0.13 -0.06 -0.08
H 0.970665 3.493998 0.441773 0.14 -0.05 -0.04
H -0.103524 2.537534 -0.596242 0.01 -0.10 -0.06
```
Positions in Å, forces in eV/Å.



# 2
Density functional theory data (wB97M-V/def2-TZVPD) for a molecular structure, C18H25AuClN2O4Si2.

The gap between HOMO and LUMO comes out at 0.2877 Eh. Its total charge is -1. The HOMO energy is -5.3 eV. The calculated total energy comes out at -2286.43274 Eh.

```
53
Properties=species:S:1:pos:R:3:forces:R:3
Au 0.007818 0.564276 0.408502 -0.17 0.04 -0.04
O 5.136432 -0.056850 3.708628 -0.80 -0.10 0.32
C 5.495522 0.207011 2.483486 0.12 -0.05 -0.63
O 6.655936 0.356145 2.162651 -0.22 0.04 0.03
C 4.393360 0.270215 1.450973 -0.20 0.14 0.12
C 4.600894 0.199948 0.091004 -0.15 -0.23 -0.01
Cl 6.087974 -0.105672 -0.684176 -0.12 0.03 -0.16
N 3.394357 0.280663 -0.543056 -0.12 0.08 -0.70
N 2.411040 0.427055 0.371231 0.03 0.13 0.67
C 2.977187 0.419042 1.564833 0.23 0.07 0.12
C 2.089944 0.589418 2.804645 -0.28 -0.17 0.39
O 2.568845 0.196694 3.902226 0.47 0.07 -0.61
O 0.958558 1.072758 2.616365 0.52 -0.11 0.01
C 3.018487 0.245095 -1.945551 0.04 -0.10 0.04
C 1.675445 0.045881 -2.264182 0.39 -0.17 -0.06
C 1.264340 -0.007749 -3.584590 -0.01 0.14 -0.13
C 2.174384 0.147016 -4.618429 0.06 -0.02 0.01
C 3.506750 0.353955 -4.304718 0.07 0.02 0.02
C 3.935214 0.403998 -2.983404 -0.01 0.17 0.13
H 4.105246 -0.079985 3.788651 0.17 0.20 0.22
H 0.945568 -0.079008 -1.478619 -0.03 -0.03 -0.06
H 0.213971 -0.169556 -3.797232 0.17 0.03 0.01
H 1.850739 0.102960 -5.652044 0.02 0.02 0.06
H 4.238181 0.490666 -5.093211 -0.02 -0.02 0.05
H 4.974120 0.595216 -2.788276 0.07 0.00 0.06
C -4.736437 1.180528 1.319863 -0.27 -0.04 -0.10
Si -2.865117 1.034434 1.523610 -0.05 0.08 0.01
C -2.570561 -0.106672 2.977828 0.20 -0.22 0.21
C -2.273618 2.745682 2.002530 0.18 0.24 0.11
C -2.030062 0.447896 -0.016138 0.05 0.26 -0.10
Si -2.369643 -1.231693 -0.669219 0.09 -0.06 -0.09
C -1.783525 -2.606770 0.460042 0.11 -0.20 0.23
C -4.198992 -1.550772 -0.986650 -0.31 0.03 0.00
C -1.519908 -1.457554 -2.331015 0.11 -0.09 -0.26
H -5.163967 1.645683 2.217311 -0.01 -0.05 -0.12
H -5.214731 0.200058 1.183905 0.08 0.26 0.04
H -5.001221 1.805891 0.454395 0.04 -0.12 0.18
H -2.972262 0.338652 3.899086 0.06 -0.09 -0.16
H -1.487941 -0.258353 3.121176 -0.32 0.02 -0.01
H -3.048656 -1.087263 2.837885 0.11 0.23 0.06
H -2.859556 3.134470 2.847769 0.11 -0.03 -0.14
H -2.366097 3.454402 1.166707 0.03 -0.14 0.16
H -1.216773 2.702215 2.304859 -0.23 0.04 -0.07
H -2.249821 1.167207 -0.827502 0.03 -0.12 0.15
H -2.360823 -2.627648 1.394640 0.15 -0.03 -0.19
H -0.726217 -2.465805 0.725200 -0.22 -0.06 -0.05
H -1.892860 -3.585399 -0.028301 0.01 0.15 0.09
H -4.773405 -1.545202 -0.049225 0.11 -0.03 -0.24
H -4.342221 -2.527465 -1.466420 -0.02 0.11 0.05
H -4.627217 -0.779817 -1.644135 0.06 -0.16 0.14
H -0.427531 -1.490824 -2.208805 -0.42 -0.12 -0.03
H -1.758843 -0.616893 -3.002679 0.02 -0.22 0.17
H -1.842309 -2.388166 -2.822424 0.09 0.19 0.08
```
Positions in Å, forces in eV/Å.



# 3
Density functional theory data (wB97M-V/def2-TZVPD) for a molecular structure, C18H25BN5S2Ti.

The gap between HOMO and LUMO comes out at 0.2705 Eh. Its total charge is +3. The HOMO energy is -18.8 eV. The calculated total energy comes out at -2644.51130 Eh.

```
52
Properties=species:S:1:pos:R:3:forces:R:3
Ti -0.077740 0.308510 0.540599 0.61 -0.04 0.32
C -2.161249 -0.200190 3.368008 -0.05 0.01 0.01
C -1.251073 0.766726 2.681398 0.17 -0.03 -0.07
C -1.732850 1.673070 1.714882 -0.06 0.00 0.06
C -0.908395 2.657305 1.124265 0.07 -0.04 0.01
C -1.483027 3.714399 0.241492 -0.02 0.04 0.00
C 0.466076 2.630635 1.423327 -0.05 -0.13 -0.01
C 0.999659 1.739062 2.368410 -0.12 0.06 -0.06
C 2.434202 1.812916 2.763653 0.04 0.02 0.02
C 0.128656 0.778723 2.943803 -0.13 0.04 -0.05
H -2.452225 0.226872 4.332066 0.00 0.01 0.00
H -1.667908 -1.148735 3.574869 0.01 -0.01 0.00
H -3.075530 -0.369985 2.801392 0.00 -0.01 0.00
H -2.784440 1.650363 1.455999 -0.05 0.04 0.04
H -1.727860 4.574068 0.874451 0.01 -0.01 0.00
H -2.407736 3.398061 -0.236585 -0.01 0.00 0.00
H -0.772868 4.058979 -0.508170 0.00 -0.01 0.00
H 1.128524 3.333831 0.933056 0.01 0.06 0.03
H 2.512324 2.528074 3.590208 -0.01 0.01 -0.01
H 3.060615 2.188358 1.955389 0.00 -0.02 0.00
H 2.816647 0.860748 3.124622 -0.01 -0.01 0.00
H 0.545490 0.041770 3.618474 -0.01 0.01 0.11
B 2.169240 -1.387338 0.847772 -0.12 -0.07 -0.31
N 2.406768 -0.515851 -0.413791 0.33 -0.10 -0.03
C 3.445993 -0.328067 -1.213913 -0.06 -0.08 0.00
C 3.188849 0.767032 -2.051497 -0.09 0.07 0.00
C 1.943510 1.213454 -1.681865 0.12 0.00 -0.24
N 1.462392 0.428575 -0.683512 -0.11 0.26 0.06
N 0.919501 -2.286006 0.654596 0.16 -0.30 0.16
C 0.707546 -3.591712 0.709332 0.04 0.06 -0.07
C -0.675122 -3.834297 0.708739 -0.10 0.09 -0.02
C -1.256103 -2.591221 0.659939 -0.04 -0.23 -0.03
N -0.281499 -1.641000 0.635227 -0.30 0.07 0.02
H 1.775276 -0.569876 1.678017 -0.18 0.17 0.02
H 3.130252 -1.997733 1.167411 0.06 0.03 0.12
H 4.315499 -0.965284 -1.146582 -0.01 0.01 0.00
H 3.837391 1.167875 -2.812749 -0.02 0.00 0.02
H 1.352878 2.025329 -2.075131 0.01 0.03 -0.01
H 1.536339 -4.282887 0.756286 -0.01 0.01 0.00
H -1.164585 -4.793387 0.748311 0.00 0.03 0.00
H -2.297181 -2.310989 0.635330 -0.01 -0.02 0.01
S -1.708353 0.659908 -1.100014 -0.05 -0.07 0.00
C -1.484271 -0.406919 -2.472647 0.07 0.17 -0.09
N -2.334465 -0.315875 -3.453223 -0.04 0.02 0.05
C -2.168479 -1.221462 -4.596774 0.03 -0.10 -0.09
C -0.844433 -1.975117 -4.383918 0.04 -0.03 -0.01
S -0.231874 -1.539140 -2.712396 -0.07 0.00 0.11
H -3.113886 0.332990 -3.423538 0.00 0.00 0.02
H -2.147270 -0.636165 -5.513194 -0.02 0.03 -0.02
H -3.024230 -1.892818 -4.633861 -0.02 -0.04 0.01
H -0.080208 -1.682019 -5.097862 0.01 0.01 -0.01
H -0.968781 -3.053579 -4.420081 -0.03 -0.01 -0.02
```
Positions in Å, forces in eV/Å.



# 4
Density functional theory data (wB97M-V/def2-TZVPD) for 7 unconnected molecules or ions with the total composition C18H25Cl9F9NO7 at a distorted geometry.

As for the structure (SMILES): CCOC(=O)C(F)(F)F.CCOC(=O)C(F)(F)F.CCOC(=O)C(F)(F)F.ClC(Cl)Cl.ClC(Cl)Cl.ClC(Cl)Cl.CN(C)C=O. The gap between HOMO and LUMO comes out at 0.3695 Eh. The HOMO energy is -9.7 eV. The calculated total energy comes out at -6322.87418 Eh.

```
69
Properties=species:S:1:pos:R:3:forces:R:3
C -24.128245 -2.794050 -15.207252 0.06 -0.17 -0.07
O -23.666959 -3.647382 -15.938643 0.17 -0.04 0.03
N -25.297724 -2.896053 -14.544920 -0.34 0.21 0.02
C -26.151087 -4.044970 -14.727185 -0.08 -0.27 0.24
C -25.884524 -1.716004 -13.961807 0.12 0.75 0.20
H -23.613698 -1.841728 -14.997270 0.06 0.00 -0.05
H -26.733465 -4.183261 -13.815538 0.04 -0.07 0.01
H -25.525557 -4.919503 -14.884346 -0.08 -0.03 -0.14
H -26.860988 -3.935585 -15.551089 0.15 0.06 -0.14
H -25.105498 -1.096382 -13.511450 -0.01 -0.07 -0.01
H -26.404166 -1.079932 -14.687629 -0.07 -0.20 -0.07
H -26.592476 -1.961991 -13.173304 0.05 -0.22 0.00
C -20.121229 -7.649559 -6.374641 -0.03 -0.62 -0.21
C -18.954780 -7.363233 -5.480065 0.50 -0.17 -0.28
O -17.832910 -6.992799 -6.331733 -0.31 0.15 -0.34
C -16.730241 -6.704459 -5.683775 -0.07 0.02 -0.12
O -16.572170 -6.744573 -4.502320 0.27 0.02 0.43
C -15.611219 -6.225609 -6.628967 -0.29 0.04 -0.22
F -14.466903 -6.816033 -6.318571 0.22 -0.06 -0.02
F -15.884608 -6.459931 -7.918939 0.12 0.01 0.21
F -15.462178 -4.899627 -6.482941 0.06 0.03 0.01
H -20.286923 -6.863600 -7.106204 -0.17 0.19 0.15
H -21.001265 -7.834906 -5.759718 -0.12 0.25 -0.07
H -19.947136 -8.573569 -6.931145 0.08 0.08 -0.04
H -18.622009 -8.258975 -4.957784 -0.23 0.11 0.34
H -19.127781 -6.543487 -4.787225 -0.01 -0.05 0.12
C -14.968507 -7.706171 -11.827526 0.09 -0.49 -0.46
C -15.486705 -8.164544 -10.497355 -0.01 0.03 0.37
O -16.118336 -9.457991 -10.680936 0.22 -0.13 -0.48
C -16.460737 -10.076190 -9.579748 -0.23 0.11 0.14
O -16.313509 -9.678484 -8.462943 0.06 -0.01 0.42
C -17.165876 -11.421160 -9.845984 0.00 0.01 0.05
F -17.250598 -11.717102 -11.139856 -0.03 -0.06 -0.06
F -16.507709 -12.406508 -9.227821 -0.01 0.00 -0.02
F -18.405772 -11.369066 -9.341160 0.02 -0.03 -0.05
H -15.764034 -7.343793 -12.474995 0.07 0.30 0.09
H -14.523185 -8.546589 -12.367522 0.07 -0.05 0.20
H -14.170579 -6.981984 -11.680757 -0.22 0.31 -0.10
H -16.251394 -7.522809 -10.067052 0.23 0.18 -0.04
H -14.681260 -8.253356 -9.768329 -0.06 -0.20 0.02
C -21.503980 -6.180009 -14.470709 1.18 0.38 0.49
C -20.359081 -5.300868 -13.944964 -0.56 -0.71 -0.12
O -19.591876 -6.025373 -12.947118 0.32 -0.09 -0.31
C -19.975969 -5.920535 -11.701866 0.08 -0.22 -0.32
O -20.921701 -5.322260 -11.290336 -0.33 0.26 0.47
C -19.007615 -6.680668 -10.771576 -0.25 0.15 0.28
F -19.681174 -7.526914 -9.988228 -0.02 -0.01 -0.01
F -18.088751 -7.373704 -11.435569 -0.05 0.01 0.00
F -18.393211 -5.787289 -9.974789 0.03 -0.19 -0.09
H -22.131015 -6.555212 -13.666742 -0.24 0.23 0.02
H -20.995602 -7.021728 -14.944059 -0.64 0.08 0.05
H -22.043019 -5.577382 -15.199858 -0.26 -0.25 0.06
H -20.696111 -4.363782 -13.509510 0.08 0.08 -0.11
H -19.642816 -5.183933 -14.753564 0.01 0.42 0.08
C -16.869603 -3.322432 -11.209501 -0.15 0.57 0.19
Cl -16.623354 -4.515495 -12.464539 0.12 -0.12 -0.13
Cl -16.357445 -1.709235 -11.749603 0.08 -0.10 -0.04
Cl -16.078004 -3.749072 -9.696258 0.05 -0.04 -0.13
H -17.931782 -3.233381 -11.025277 -0.04 -0.18 0.08
C -16.234840 -5.050172 -17.349163 0.19 -0.01 0.68
Cl -17.517784 -4.318840 -16.368309 -0.05 -0.02 -0.16
Cl -16.822245 -5.648728 -18.881349 -0.07 0.07 -0.10
Cl -15.429056 -6.332336 -16.427541 -0.09 -0.05 -0.05
H -15.492029 -4.276986 -17.481423 -0.02 0.03 -0.35
C -20.560065 -7.053844 -18.069059 -0.22 0.07 -0.15
Cl -22.250010 -7.032180 -17.556054 0.02 -0.12 -0.27
Cl -20.315744 -8.130304 -19.446784 -0.02 -0.01 0.03
Cl -19.503069 -7.494716 -16.736737 0.41 -0.15 -0.23
H -20.315728 -6.052587 -18.397077 0.11 0.04 0.07
```
Positions in Å, forces in eV/Å.



Among the records above, which one has the lowest calculated total energy? C18H25Cl9F9NO7



Which of these has the lowest gap between HOMO and LUMO? C18H25BN5S2Ti



What is the gap between HOMO and LUMO in the first record? 0.3455 Eh